1.
Computed, not measured: a 3-piece molecular cluster, CH9N4S overall in a non-equilibrium geometry, with the ωB97M-V functional and the def2-TZVPD basis.

Kohn-Sham gap (alpha / beta)	8.040 / 7.064	eV
charge	+1
strongest force on any atom	2.38	eV/A
relative energy (zero: lowest compared OMol25 entry of this formula, charge and spin)	220.74	kJ/mol
E	-17969.5126	eV

Geometry as XYZ:
```
15
CH9N4S, DFT the ωB97M-V functional and the def2-TZVPD basis
C 0.683 1.130 0.112
N 0.632 2.489 0.120
N 1.614 0.255 -0.146
N -3.114 0.147 -0.669
N 1.058 -2.259 0.227
S -1.951 -0.313 0.379
H -0.231 2.991 0.383
H 1.418 3.098 0.350
H 1.377 -0.884 -0.098
H 2.581 0.556 -0.235
H -2.944 0.130 -1.686
H -4.053 0.235 -0.290
H 1.988 -2.388 0.703
H 0.336 -2.075 0.981
H 0.607 -3.111 -0.133
```



2.
Computed, not measured: C27H25AsN3O8PtS2 as an isolated structure in a non-equilibrium geometry, with the ωB97M-V functional and the def2-TZVPD basis.

Kohn-Sham gap (alpha / beta)	6.736 / 6.670	eV
charge	-1
strongest force on any atom	2.25	eV/A
relative energy (zero: lowest compared OMol25 entry of this formula, charge and spin)	219.28	kJ/mol
E	-135010.9692	eV

Geometry as XYZ:
```
67
C27H25AsN3O8PtS2, DFT the ωB97M-V functional and the def2-TZVPD basis
Pt 0.631 1.774 0.171
O -2.376 0.938 2.554
As -1.024 2.074 2.845
O -1.462 3.004 4.098
O -0.788 2.801 1.334
C 0.389 0.771 3.177
C 0.004 -0.443 3.729
C 0.944 -1.435 3.977
C 2.279 -1.215 3.673
C 2.680 0.002 3.144
C 1.742 0.993 2.878
S 2.402 2.648 2.541
O 2.009 3.386 3.707
O 3.834 2.425 2.365
O 1.836 3.212 1.266
H -2.213 0.607 1.648
H -1.044 -0.595 3.956
H 0.632 -2.379 4.408
H 3.016 -1.987 3.859
H 3.723 0.204 2.943
N 2.992 0.984 -0.230
C 3.314 -0.384 -0.525
C 4.476 -0.727 -1.209
C 4.776 -2.058 -1.459
C 3.918 -3.060 -1.026
C 2.745 -2.718 -0.366
C 2.441 -1.386 -0.124
H 3.460 1.298 0.619
H 3.328 1.597 -0.964
H 5.147 0.058 -1.541
H 5.687 -2.313 -1.987
H 4.159 -4.101 -1.208
H 2.053 -3.488 -0.048
H 1.520 -1.107 0.373
S 1.919 0.104 -4.129
C 1.341 0.942 -2.866
N 0.908 1.574 -1.979
C -4.743 -0.964 -1.028
O -3.662 -0.321 -1.678
C -3.546 1.018 -1.514
C -4.418 1.787 -0.759
C -4.245 3.162 -0.678
C -3.213 3.781 -1.359
C -2.329 3.013 -2.096
C -2.475 1.639 -2.165
N -1.586 0.908 -2.995
C -1.047 -0.289 -2.890
C -0.934 -1.205 -1.838
C -0.627 -2.536 -2.243
C -0.555 -3.567 -1.359
C -0.772 -3.302 0.013
C -0.975 -2.028 0.458
C -1.012 -0.910 -0.432
O -1.077 0.268 0.057
H -4.695 -2.007 -1.330
H -5.702 -0.540 -1.334
H -4.648 -0.900 0.058
H -5.219 1.318 -0.205
H -4.908 3.743 -0.050
H -3.062 4.848 -1.280
H -1.480 3.470 -2.594
H -1.226 1.444 -3.770
H -0.610 -0.617 -3.829
H -0.473 -2.717 -3.302
H -0.326 -4.570 -1.698
H -0.743 -4.120 0.727
H -1.090 -1.808 1.512
```



3.
Computed, not measured: one molecule with the formula C5H11ISi in a non-equilibrium geometry, with the ωB97M-V functional and the def2-TZVPD basis.

Kohn-Sham gap	9.031	eV
SMILES string	C[C@@]1(I)C[Si]1(C)C
strongest force on any atom	4.04	eV/A
relative energy (zero: lowest compared OMol25 entry of this formula, charge and spin)	162.81	kJ/mol
E	-21339.6224	eV

Geometry as XYZ:
```
18
C5H11ISi, DFT the ωB97M-V functional and the def2-TZVPD basis
C -0.106 1.289 -0.787
C -0.889 0.678 0.408
C -0.422 1.657 1.823
C 2.001 -1.049 -0.081
C -0.782 -1.893 -1.350
Si 0.249 -0.505 -0.553
I -2.959 0.354 0.379
H -0.597 1.839 -1.589
H 0.662 1.802 -0.226
H 0.660 1.678 2.029
H -0.708 1.281 2.728
H -0.990 2.606 1.693
H 1.949 -2.117 -0.206
H 2.696 -0.556 -0.704
H 2.277 -0.749 0.942
H -1.490 -1.543 -2.112
H -0.213 -2.570 -1.869
H -1.337 -2.201 -0.524
```



4.
Computed, not measured: a 2-piece molecular cluster, C2H2NO3S3 overall in a non-equilibrium geometry, with the ωB97M-V functional and the def2-TZVPD basis.

Kohn-Sham gap (alpha / beta)	6.757 / 5.828	eV
charge	-1
strongest force on any atom	4.64	eV/A
E	-42243.8075	eV

Geometry as XYZ:
```
11
C2H2NO3S3, DFT the ωB97M-V functional and the def2-TZVPD basis
C 0.153 0.969 -0.178
C -0.875 0.258 0.203
N 0.123 2.253 -0.144
O 0.385 -0.247 -2.653
O -0.444 1.836 -3.693
O 2.021 1.383 -3.472
S -2.376 1.106 0.540
S -1.334 2.897 0.276
S 0.606 1.150 -2.975
H 1.036 0.450 -0.489
H -0.770 -0.850 0.119
```



5.
Computed, not measured: one molecule with the formula C5H8 in a non-equilibrium geometry, with the ωB97M-V functional and the def2-TZVPD basis.

Kohn-Sham gap	10.379	eV
SMILES string	C1=CCCC1
strongest force on any atom	3.17	eV/A
relative energy (zero: lowest compared OMol25 entry of this formula, charge and spin)	84.63	kJ/mol
E	-5313.2897	eV

Geometry as XYZ:
```
13
C5H8, DFT the ωB97M-V functional and the def2-TZVPD basis
C -0.158 -0.629 0.900
C -1.198 -0.174 -0.097
C -0.441 0.960 -0.850
C 0.879 0.851 -0.728
C 1.192 -0.267 0.249
H -0.236 -1.686 1.147
H -0.288 -0.060 1.826
H -1.473 -0.953 -0.830
H -2.160 0.139 0.360
H -1.321 1.404 -1.196
H 1.704 1.388 -1.205
H 1.632 -1.125 -0.273
H 1.912 0.078 0.993
```



6.
Computed, not measured: C49H32N6NiO3 as an isolated structure in a non-equilibrium geometry, with the ωB97M-V functional and the def2-TZVPD basis.

Kohn-Sham gap (alpha / beta)	3.882 / 5.123	eV
charge	-2
strongest force on any atom	5.65	eV/A
E	-107452.4425	eV
multiplicity	3

Geometry as XYZ:
```
91
C49H32N6NiO3, DFT the ωB97M-V functional and the def2-TZVPD basis
Ni -0.201 0.123 -0.272
C 1.595 5.005 5.610
C 2.409 4.669 4.505
C 1.980 3.723 3.610
C 0.697 3.129 3.743
C -0.192 3.640 4.703
C 0.312 4.448 5.718
C 0.327 2.067 2.797
C 1.249 1.178 2.263
C 2.486 0.778 2.823
C 3.288 0.379 1.820
C 2.592 0.516 0.582
C 3.181 0.468 -0.678
C 4.652 0.255 -0.835
C 5.176 -1.063 -1.030
C 6.503 -1.262 -1.127
C 7.403 -0.209 -1.024
C 6.975 1.093 -0.898
C 5.581 1.310 -0.789
C 2.289 0.545 -1.816
N 0.946 0.240 -1.757
C 0.468 0.164 -3.080
C -0.621 -0.593 -3.470
C -1.046 -0.501 -4.860
C -1.582 -1.617 -5.534
C -1.607 -1.594 -6.935
C -1.393 -0.420 -7.638
C -1.110 0.719 -6.924
C -0.894 0.682 -5.579
C -1.239 -1.330 -2.421
C -1.657 -2.697 -2.344
C -2.345 -2.888 -1.193
C -2.343 -1.613 -0.413
N -1.498 -0.720 -1.192
C -2.111 -1.491 1.146
C -1.868 0.026 1.342
C -3.283 1.803 2.010
C -2.088 2.632 2.269
C -1.042 1.798 2.503
N -1.571 0.445 2.683
C -1.224 -2.547 1.731
C 0.142 -2.350 1.949
C 0.848 -3.351 2.619
C 0.294 -4.573 2.968
C -1.035 -4.762 2.621
C -1.783 -3.784 2.032
C 1.542 0.706 -3.922
C 2.641 0.874 -3.163
N 1.252 0.777 0.885
H 1.909 5.790 6.250
H 3.418 5.146 4.482
H 2.640 3.436 2.788
H -1.217 3.247 4.744
H -0.312 4.690 6.558
H 2.704 0.931 3.882
H 4.262 -0.051 1.936
H 4.517 -1.900 -1.139
H 6.944 -2.264 -1.221
H 8.441 -0.510 -1.094
H 7.697 1.894 -0.944
H 5.250 2.357 -0.802
H -1.787 -2.520 -4.970
H -1.713 -2.527 -7.522
H -1.501 -0.370 -8.731
H -1.043 1.694 -7.444
H -0.640 1.661 -5.072
H -1.425 -3.509 -3.010
H -2.785 -3.876 -0.938
H -4.245 2.338 1.988
H -1.942 3.720 2.087
H 0.673 -1.408 1.661
H 1.878 -3.135 2.931
H 0.900 -5.345 3.419
H -1.488 -5.723 2.826
H -2.766 -4.037 1.720
H 1.461 0.827 -4.969
H 3.630 1.156 -3.539
O -5.789 1.279 1.226
C -5.300 0.438 0.516
C -6.119 -0.672 -0.122
C -5.043 -1.621 -0.668
C -3.748 -1.159 -0.080
O -3.504 -1.674 1.425
N -3.947 0.253 0.154
H -6.698 -0.216 -0.954
H -6.782 -1.123 0.664
H -4.927 -1.435 -1.741
H -5.236 -2.707 -0.587
O -3.535 0.427 4.173
C -2.997 0.816 3.153
N -2.930 0.857 0.924
```



Repeat the fourth record exactly.
Computed, not measured: a 2-piece molecular cluster, C2H2NO3S3 overall in a non-equilibrium geometry, with the ωB97M-V functional and the def2-TZVPD basis.

Kohn-Sham gap (alpha / beta)	6.757 / 5.828	eV
charge	-1
strongest force on any atom	4.64	eV/A
E	-42243.8075	eV

Geometry as XYZ:
```
11
C2H2NO3S3, DFT the ωB97M-V functional and the def2-TZVPD basis
C 0.153 0.969 -0.178
C -0.875 0.258 0.203
N 0.123 2.253 -0.144
O 0.385 -0.247 -2.653
O -0.444 1.836 -3.693
O 2.021 1.383 -3.472
S -2.376 1.106 0.540
S -1.334 2.897 0.276
S 0.606 1.150 -2.975
H 1.036 0.450 -0.489
H -0.770 -0.850 0.119
```



Q: The lowest strongest force on any atom belongs to which entry?
A: C27H25AsN3O8PtS2